No. 1
Below is a cluster of 2 separate species, C5H12N2 in total, with properties calculated with ωB97M-V/def2-TZVPD.

Output
* E_LUMO: 1.03 eV
* net charge: 0
* molecular weight: 100.2 g mol⁻¹
* HOMO energy: -0.32778 Ha
* SMILES: C=CC=C.NCN
* energy above the lowest of the compared OMol25 structures with the same formula, charge and spin: 176.6 kJ/mol

```
19
Properties=species:S:1:pos:R:3:forces:R:3
C -2.314 0.279 -0.342 0.4 0.1 0.4
C -1.417 0.456 -1.308 -0.6 0.0 -0.1
C -0.969 -0.625 -2.182 0.5 0.0 0.3
C -0.141 -0.439 -3.205 0.1 0.0 0.2
H -2.663 -0.708 -0.067 -0.2 0.0 -0.1
H -2.633 1.111 0.272 -0.1 0.0 0.0
H -1.079 1.463 -1.520 0.2 0.0 -0.1
H -1.265 -1.626 -1.884 -0.3 0.0 -0.2
H 0.185 -1.250 -3.839 0.0 0.0 0.0
H 0.277 0.546 -3.373 -0.1 0.0 -0.3
N 1.129 1.181 1.346 0.2 0.1 0.0
C 0.960 0.200 2.415 0.4 -0.1 0.2
N 1.606 -1.100 2.267 0.1 0.1 -0.1
H 1.998 1.685 1.478 0.0 0.0 -0.1
H 1.187 0.735 0.438 -0.2 0.0 0.0
H 1.398 0.638 3.314 -0.2 0.1 0.0
H -0.097 0.040 2.618 -0.1 -0.1 -0.2
H 1.241 -1.623 1.479 -0.1 0.1 0.0
H 2.596 -0.965 2.093 0.0 -0.1 0.0
```
Forces are in eV/Å.


No. 2
Below is an isolated molecule of C3H6N2O2 in a non-equilibrium geometry, with properties calculated with ωB97M-V/def2-TZVPD.

Output
* E_LUMO (spin up / spin down): 0.93 / -3.25 eV
* ⟨S²⟩: 2.01
* net charge: 0
* molecular weight: 102.1 g mol⁻¹
* HOMO energy (spin up / spin down): -0.25041 / -0.38503 Ha
* 2S+1: 3
* energy above the lowest of the compared OMol25 structures with the same formula, charge and spin: 538.3 kJ/mol

```
13
Properties=species:S:1:pos:R:3:forces:R:3
C -1.031 -0.164 0.503 -1.6 2.0 3.1
C 0.297 -0.487 0.027 -0.2 0.1 -0.5
C 0.505 -1.455 -1.100 -0.4 0.4 1.0
N -0.224 0.871 -0.141 -1.4 -1.3 -2.7
N 0.202 1.988 0.481 -2.5 -6.1 -1.1
O -0.356 2.392 1.475 -1.6 2.7 4.5
O 1.111 2.558 -0.066 4.8 4.0 -2.2
H -2.093 -0.292 0.250 0.8 -0.6 -1.2
H -1.076 -0.010 1.590 0.3 -0.1 -0.2
H 1.076 -0.508 0.745 0.5 -0.4 1.0
H -0.250 -1.272 -1.914 0.9 -0.4 0.7
H 0.283 -2.411 -0.474 0.9 1.0 -1.9
H 1.557 -1.212 -1.376 -0.7 -1.3 -0.5
```
Forces are in eV/Å.


No. 3
Below is a cluster of 2 separate species, C4H9NO2 in total, with properties calculated with ωB97M-V/def2-TZVPD.

Output
* E_LUMO: 0.79 eV
* net charge: 0
* molecular weight: 103.1 g mol⁻¹
* HOMO energy: -0.36772 Ha
* SMILES: O=CNCO.C=C
* energy above the lowest of the compared OMol25 structures with the same formula, charge and spin: 192.6 kJ/mol

```
16
Properties=species:S:1:pos:R:3:forces:R:3
O 2.066 1.680 0.762 0.1 0.3 0.2
C 1.759 0.643 0.232 0.1 -0.4 0.0
N 0.727 0.481 -0.620 -0.4 0.3 -0.4
C 0.438 -0.710 -1.371 0.4 0.1 0.4
O 0.765 -0.579 -2.723 0.1 0.0 -0.6
H 2.287 -0.308 0.412 0.2 -0.1 0.1
H 0.211 1.319 -0.861 0.0 -0.1 0.1
H 0.982 -1.538 -0.899 -0.1 0.0 0.0
H -0.630 -0.904 -1.351 -0.1 -0.1 0.1
H 1.708 -0.400 -2.832 -0.2 0.0 0.2
C -1.337 0.441 1.914 0.0 0.1 0.0
C -2.099 -0.339 1.170 -0.1 0.0 0.0
H -1.605 1.465 2.120 -0.1 0.2 0.0
H -0.409 0.103 2.347 0.1 -0.1 0.0
H -3.028 0.007 0.745 -0.1 0.1 0.0
H -1.835 -1.360 0.956 0.1 -0.3 0.0
```
Forces are in eV/Å.


No. 4
Below is a structure of composition C5H5ClFN in a non-equilibrium geometry, with properties calculated with ωB97M-V/def2-TZVPD.

Output
* E_LUMO: 0.45 eV
* net charge: 0
* molecular weight: 133.6 g mol⁻¹
* HOMO energy: -0.39855 Ha
* energy above the lowest of the compared OMol25 structures with the same formula, charge and spin: 216.6 kJ/mol

```
13
Properties=species:S:1:pos:R:3:forces:R:3
C 0.403 -0.621 0.669 3.0 -3.4 2.8
C 0.946 0.772 0.577 1.1 0.3 -2.1
C -0.328 1.234 1.139 -1.9 3.1 1.6
C -0.977 0.030 0.683 -0.8 -3.6 -3.4
C -1.053 0.046 -0.841 -1.1 -1.0 -7.7
H 0.681 -1.225 1.698 -0.8 2.0 -2.4
H 1.066 1.155 -0.481 -0.5 -0.7 1.0
H 1.880 0.893 0.977 2.2 0.8 1.6
H -0.505 1.394 2.233 0.8 -0.2 -0.8
H -1.755 -0.461 1.239 -0.6 0.0 -0.3
N -0.947 -0.120 -2.067 -1.0 1.4 8.7
F -0.940 2.310 0.502 0.5 0.7 0.3
Cl 1.163 -1.792 -0.533 -0.9 0.5 0.6
```
Forces are in eV/Å.